Molecular formula: C2H4BrNO2
Method: DFT, wB97M-V/def2-TZVPD

Output
HOMO energy (alpha / beta): -9.607 / -8.291 eV
electronic energy: -77761.413 eV
ΔE to the lowest compared entry with this formula, charge and spin: 113.34 kcal per mole
gap between HOMO and LUMO (alpha / beta): 9.39 / 7.22 eV
F_max: 1.95 eV Å⁻¹

Each atom is followed by the atoms it is bonded to, with distances in Å.
Atoms and positions in Å:
1 C 0.98227 -0.74504 0.32321  C2 1.476, H7 1.093, H8 1.095, H9 1.088
2 C -0.22371 -0.76718 -0.52822  C1 1.476, Br6 1.854, H10 1.075
3 N -0.81925 1.65009 -0.04695  O4 1.189, O5 1.192
4 O -1.98124 1.76048 0.17767  N3 1.189
5 O 0.11281 2.39340 -0.05524  N3 1.192
6 Br -1.85457 -1.37131 0.11453  C2 1.854
7 H 1.58342 0.13593 0.08212  C1 1.093
8 H 1.61722 -1.62099 0.15172  C1 1.095
9 H 0.72314 -0.71923 1.37959  C1 1.088
10 H -0.14010 -0.71615 -1.59844  C2 1.075

---

Molecular formula: C4H9N3S
Method: DFT, wB97M-V/def2-TZVPD

Output
HOMO energy: -8.534 eV
electronic energy: -19596.957 eV
ΔE to the lowest compared entry with this formula, charge and spin: 61.78 kcal per mole
SMILES: [H]/N=C\N(C=S)N(C)C
gap between HOMO and LUMO: 8.87 eV
F_max: 2.89 eV Å⁻¹

Each atom is followed by the atoms it is bonded to, with distances in Å.
Atoms and positions in Å:
1 H 0.12790 1.41944 -1.89502  N2 1.098
2 N -0.10931 2.11927 -1.08287  H1 1.098, C3 1.261
3 C -0.08858 1.75012 0.12243  N2 1.261, N4 1.431, H10 1.143
4 N 0.24146 0.47504 0.68176  C3 1.431, C5 1.376, N7 1.395
5 C 0.52273 0.38128 2.02545  N4 1.376, S6 1.589, H11 1.121
6 S 0.56091 -0.98185 2.84124  C5 1.589
7 N 0.03959 -0.70746 -0.03080  N4 1.395, C8 1.459, C9 1.449
8 C 1.08292 -1.09600 -0.97363  N7 1.459, H12 1.081, H13 1.174, H14 1.108
9 C -1.37692 -0.83633 -0.30542  N7 1.449, H15 1.101, H16 1.094, H17 1.115
10 H -0.21256 2.60134 0.87480  C3 1.143
11 H 0.48986 1.37958 2.53353  C5 1.121
12 H 2.01072 -0.75610 -0.53512  C8 1.081
13 H 0.94964 -0.57563 -2.01803  C8 1.174
14 H 1.09021 -2.19516 -1.10924  C8 1.108
15 H -1.56149 -1.85558 -0.67755  C9 1.101
16 H -1.82565 -0.24289 -1.10693  C9 1.094
17 H -1.94144 -0.87906 0.65540  C9 1.115